Entry 1:
{"formula": "C78H186AsF6N9O6", "method": "ωB97M-V/def2-TZVPD", "species": ["C", "C", "N", "C", "C", "C", "C", "C", "O", "C", "H", "H", "H", "H", "H", "H", "H", "H", "H", "H", "H", "H", "H", "H", "H", "H", "H", "H", "H", "H", "C", "C", "N", "C", "C", "C", "C", "C", "O", "C", "H", "H", "H", "H", "H", "H", "H", "H", "H", "H", "H", "H", "H", "H", "H", "H", "H", "H", "H", "H", "C", "C", "N", "C", "C", "C", "C", "C", "O", "C", "H", "H", "H", "H", "H", "H", "H", "H", "H", "H", "H", "H", "H", "H", "H", "H", "H", "H", "H", "H", "C", "C", "N", "C", "C", "C", "C", "C", "O", "C", "H", "H", "H", "H", "H", "H", "H", "H", "H", "H", "H", "H", "H", "H", "H", "H", "H", "H", "H", "H", "C", "C", "N", "C", "C", "C", "C", "C", "O", "C", "H", "H", "H", "H", "H", "H", "H", "H", "H", "H", "H", "H", "H", "H", "H", "H", "H", "H", "H", "H", "C", "N", "C", "C", "C", "C", "O", "H", "H", "H", "H", "H", "H", "H", "H", "H", "H", "H", "H", "H", "H", "C", "C", "C", "C", "N", "C", "C", "C", "C", "C", "C", "C", "H", "H", "H", "H", "H", "H", "H", "H", "H", "H", "H", "H", "H", "H", "H", "H", "H", "H", "H", "H", "H", "H", "H", "H", "C", "C", "C", "C", "N", "C", "C", "C", "C", "C", "C", "C", "H", "H", "H", "H", "H", "H", "H", "H", "H", "H", "H", "H", "H", "H", "H", "H", "H", "H", "H", "H", "H", "H", "H", "H", "C", "C", "C", "C", "N", "C", "C", "C", "C", "C", "C", "C", "H", "H", "H", "H", "H", "H", "H", "H", "H", "H", "H", "H", "H", "H", "H", "H", "H", "H", "H", "H", "H", "H", "H", "H", "As", "F", "F", "F", "F", "F", "F"], "coordinates": [[2.63, 9.37, -11.80], [3.23, 8.32, -10.79], [2.42, 7.04, -10.85], [1.00, 7.27, -11.22], [2.99, 6.17, -12.01], [2.39, 4.72, -12.03], [2.54, 6.30, -9.56], [2.03, 7.09, -8.34], [0.71, 6.73, -8.15], [0.14, 7.18, -6.91], [1.61, 9.64, -11.49], [2.59, 9.21, -12.89], [3.13, 10.32, -11.76], [3.08, 8.66, -9.79], [4.32, 8.20, -10.92], [0.74, 7.50, -12.28], [0.54, 7.98, -10.57], [0.46, 6.32, -11.09], [4.01, 6.11, -11.86], [2.77, 6.64, -12.96], [2.61, 4.24, -12.96], [1.31, 4.58, -12.05], [2.82, 4.13, -11.25], [3.63, 6.15, -9.31], [2.09, 5.33, -9.57], [2.26, 8.16, -8.29], [2.67, 6.79, -7.49], [0.83, 7.10, -6.08], [-0.78, 6.64, -6.80], [-0.08, 8.23, -6.94], [9.97, -5.21, -4.10], [10.33, -3.93, -4.40], [9.97, -2.79, -3.57], [8.27, -2.84, -3.92], [10.14, -2.83, -2.10], [11.35, -3.24, -1.30], [10.82, -1.60, -4.15], [11.01, -0.46, -3.23], [9.74, 0.82, -3.35], [9.86, 1.98, -3.71], [10.57, -5.85, -4.85], [4.26, -11.20, -0.31], [9.41, -5.53, -3.23], [10.62, -3.66, -5.47], [11.43, -4.39, -4.27], [8.18, -2.80, -4.99], [7.76, -1.96, -3.49], [7.89, -3.82, -3.47], [9.45, -3.59, -1.65], [9.67, -1.88, -1.76], [12.06, -4.10, -1.60], [10.99, -3.62, -0.35], [12.15, -2.41, -1.11], [10.41, -1.20, -5.05], [11.84, -2.01, -4.38], [11.89, 0.16, -3.41], [11.15, -0.68, -2.11], [9.01, 2.67, -3.93], [10.86, 2.33, -4.04], [1.84, 2.30, 3.16], [-3.44, 4.43, 12.66], [-3.56, 5.21, 11.33], [-4.76, 4.96, 10.50], [-5.97, 5.18, 11.33], [-4.64, 5.87, 9.35], [-4.73, 7.37, 9.64], [-4.75, 3.49, 10.00], [-3.57, 2.98, 9.22], [-3.82, 3.21, 7.82], [-2.69, 3.06, 7.00], [-4.33, 4.60, 13.36], [-2.60, 4.73, 13.24], [-3.40, 3.36, 12.52], [-2.68, 5.11, 10.73], [-3.49, 6.31, 11.56], [-5.86, 6.10, 11.93], [-6.20, 4.34, 11.97], [-6.85, 5.15, 10.71], [-5.28, 5.57, 8.56], [-3.66, 5.70, 8.91], [-4.69, 7.84, 8.68], [-3.90, 7.76, 10.15], [-5.60, 7.74, 10.15], [-5.65, 3.33, 9.41], [-4.79, 2.85, 10.89], [-3.67, 1.86, 9.40], [-2.57, 3.35, 9.43], [-2.85, 2.04, 6.65], [-1.80, 3.10, 7.57], [-2.72, 3.71, 6.11], [8.80, 12.71, 4.92], [8.80, 11.45, 5.78], [7.40, 10.67, 5.82], [7.59, 9.59, 6.79], [6.26, 11.51, 6.35], [6.50, 12.26, 7.66], [7.08, 10.19, 4.49], [5.83, 9.46, 4.14], [5.99, 8.06, 4.53], [4.75, 7.34, 4.73], [9.61, 13.35, 5.27], [7.90, 13.27, 5.22], [8.80, 12.37, 3.90], [9.05, 11.71, 6.80], [9.42, 10.72, 5.27], [6.79, 8.89, 6.74], [7.78, 9.99, 7.77], [8.52, 9.08, 6.52], [5.49, 10.76, 6.43], [5.95, 12.06, 5.47], [6.32, 11.57, 8.45], [5.75, 13.04, 7.67], [7.46, 12.79, 7.71], [7.89, 9.59, 4.10], [7.07, 11.09, 3.89], [5.62, 9.45, 3.11], [4.96, 9.88, 4.66], [5.08, 6.28, 4.66], [3.99, 7.60, 3.93], [4.30, 7.57, 5.75], [-1.19, 3.36, -1.08], [-1.11, 2.34, -2.18], [-2.34, 1.40, -2.30], [-3.59, 2.14, -2.80], [-1.87, 0.35, -3.38], [-1.36, 0.95, -4.70], [-2.68, 0.78, -1.04], [-1.66, -0.30, -0.42], [-0.36, 0.17, -0.17], [0.48, -0.91, 0.26], [-0.97, 3.02, -0.08], [-2.20, 3.82, -1.05], [-0.48, 4.20, -1.23], [-0.25, 1.62, -2.09], [-1.01, 2.76, -3.13], [-4.23, 1.33, -3.20], [-3.26, 2.66, -3.69], [-4.08, 2.80, -2.05], [-2.71, -0.34, -3.47], [-1.03, -0.19, -2.97], [-1.86, 1.86, -4.97], [-1.55, 0.20, -5.47], [-0.30, 1.16, -4.79], [-3.59, 0.15, -1.13], [-2.88, 1.63, -0.37], [-1.72, -1.22, -1.03], [-2.11, -0.55, 0.57], [1.45, -0.51, 0.47], [0.56, -1.67, -0.56], [0.04, -1.38, 1.12], [-1.62, -11.43, -9.94], [-1.21, -10.03, -10.46], [-0.26, -10.19, -11.54], [-2.46, -9.38, -10.93], [-0.52, -9.35, -9.35], [-0.11, -7.89, -9.64], [-1.24, -7.07, -9.22], [-2.27, -11.88, -10.64], [-2.17, -11.36, -9.04], [-0.65, -11.96, -9.72], [0.68, -10.44, -11.09], [-0.08, -9.18, -11.96], [-0.67, -10.90, -12.24], [-2.15, -8.41, -11.34], [-3.16, -9.19, -10.11], [-2.87, -10.07, -11.69], [0.31, -9.99, -8.94], [-1.33, -9.36, -8.62], [0.10, -7.73, -10.70], [0.79, -7.70, -9.07], [-1.27, -6.17, -9.57], [-11.60, -3.43, -0.87], [-11.12, -2.15, -1.62], [-10.20, -2.52, -2.80], [-10.99, -3.15, -3.94], [-10.14, -3.84, -5.02], [-11.00, -4.44, -6.05], [-11.23, -5.90, -5.64], [-9.85, -6.29, -5.09], [-9.36, -5.05, -4.32], [-9.17, -2.96, -5.68], [-9.79, -1.83, -6.45], [-8.66, -1.11, -7.19], [-12.66, -3.43, -0.72], [-11.17, -3.35, 0.15], [-11.43, -4.38, -1.36], [-10.52, -1.50, -0.98], [-11.95, -1.62, -2.00], [-9.42, -3.25, -2.52], [-9.79, -1.59, -3.21], [-11.65, -2.48, -4.43], [-11.64, -3.92, -3.56], [-10.41, -4.37, -6.97], [-11.89, -3.84, -6.30], [-11.54, -6.47, -6.49], [-11.96, -6.00, -4.82], [-9.24, -6.71, -5.91], [-9.97, -7.12, -4.37], [-8.25, -4.96, -4.35], [-9.71, -5.03, -3.29], [-8.58, -3.63, -6.34], [-8.49, -2.58, -4.91], [-10.21, -1.07, -5.81], [-10.56, -2.11, -7.15], [-8.37, -1.66, -8.10], [-7.75, -0.98, -6.68], [-8.97, -0.09, -7.56], [6.00, 0.65, 5.89], [7.22, 0.73, 6.82], [7.98, -0.67, 6.93], [7.23, -1.71, 7.77], [7.64, -3.16, 7.71], [6.87, -3.98, 8.70], [7.50, -3.47, 10.04], [8.97, -3.13, 9.70], [9.05, -3.43, 8.19], [7.43, -3.65, 6.32], [5.99, -3.56, 5.72], [6.10, -4.24, 4.36], [6.32, 0.21, 4.92], [5.54, 1.63, 5.72], [5.23, 0.03, 6.38], [6.95, 1.06, 7.85], [7.89, 1.50, 6.39], [8.96, -0.41, 7.38], [8.20, -1.01, 5.89], [6.14, -1.72, 7.66], [7.39, -1.34, 8.79], [6.97, -5.02, 8.45], [5.83, -3.69, 8.64], [7.53, -4.24, 10.80], [6.84, -2.66, 10.41], [9.65, -3.79, 10.25], [9.33, -2.09, 9.94], [9.27, -4.45, 7.84], [9.76, -2.79, 7.66], [7.66, -4.73, 6.39], [8.14, -3.13, 5.68], [5.57, -2.56, 5.64], [5.35, -4.16, 6.35], [6.56, -3.51, 3.69], [5.11, -4.54, 3.99], [6.68, -5.16, 4.44], [-2.63, -3.84, 3.27], [-2.85, -5.25, 2.59], [-4.40, -5.60, 2.38], [-5.34, -5.63, 3.63], [-6.84, -6.11, 3.59], [-7.60, -6.37, 5.00], [-8.46, -7.65, 4.93], [-8.43, -8.00, 3.42], [-7.01, -7.48, 2.98], [-7.80, -5.09, 2.86], [-7.51, -3.63, 2.98], [-8.07, -2.87, 1.77], [-3.21, -3.79, 4.18], [-2.73, -2.96, 2.65], [-1.58, -3.97, 3.51], [-2.28, -5.94, 3.26], [-2.35, -5.21, 1.60], [-4.47, -6.64, 2.01], [-4.98, -5.00, 1.58], [-5.42, -4.65, 4.19], [-4.81, -6.35, 4.32], [-8.17, -5.50, 5.36], [-6.78, -6.49, 5.72], [-9.49, -7.47, 5.25], [-7.92, -8.41, 5.47], [-9.28, -7.58, 2.87], [-8.41, -9.07, 3.21], [-6.78, -7.45, 1.91], [-6.28, -8.11, 3.49], [-8.79, -5.30, 3.21], [-7.79, -5.51, 1.87], [-6.46, -3.46, 3.04], [-8.02, -3.29, 3.90], [-7.96, -1.80, 1.91], [-9.10, -3.07, 1.61], [-7.55, -3.13, 0.86], [-4.30, -2.70, -1.70], [-4.45, -3.51, -3.13], [-6.02, -2.86, -1.52], [-4.05, -1.64, -0.30], [-2.56, -2.66, -1.91], [-4.47, -1.21, -2.60], [-4.04, -4.15, -0.64]], "e_lumo_ev": -13.37, "charge": 8, "homo_energy_ev": -14.4}

---

Entry 2:
{"formula": "C3H11NSi", "method": "ωB97M-V/def2-TZVPD", "species": ["C", "C", "C", "N", "Si", "H", "H", "H", "H", "H", "H", "H", "H", "H", "H", "H"], "coordinates": [[-2.54, -0.95, 0.05], [-2.10, 0.37, -0.44], [-1.33, 1.15, 0.26], [1.62, 0.18, -0.34], [3.25, -0.19, 0.05], [-3.65, -1.08, -0.03], [-2.05, -1.73, -0.37], [-2.43, -0.92, 1.19], [-2.37, 0.88, -1.43], [1.30, -0.36, -1.10], [-0.84, 2.13, -0.10], [-1.04, 0.84, 1.20], [1.00, 0.22, 0.46], [3.57, -1.55, 0.40], [3.73, 0.77, 1.29], [3.86, 0.24, -1.09]], "e_lumo_ev": 0.90, "relative_energy_kj_mol": 164.6, "homo_energy_ev": -9.8, "smiles": "N[SiH3].C=CC"}

---

Entry 3:
{"formula": "C6H15N3O2", "method": "ωB97M-V/def2-TZVPD", "species": ["C", "C", "C", "O", "O", "H", "H", "H", "H", "H", "C", "C", "C", "N", "N", "N", "H", "H", "H", "H", "H", "H", "H", "H", "H", "H"], "coordinates": [[-2.28, 2.12, -0.01], [-3.62, 2.97, 0.07], [-1.47, 2.21, -1.45], [-1.70, 0.86, -1.55], [-0.87, 2.55, -2.28], [-4.37, 2.35, 0.68], [-3.87, 3.15, -0.97], [-3.33, 3.83, 0.75], [-1.50, 2.36, 0.77], [-2.72, 1.14, 0.33], [2.51, -0.81, 0.86], [2.00, -0.51, 2.35], [1.41, -2.07, -0.76], [2.27, -2.09, 0.31], [0.82, -1.01, -1.21], [1.53, -3.58, -1.19], [1.94, -0.01, 0.33], [3.55, -0.38, 0.60], [0.90, -0.29, 2.21], [2.43, 0.38, 2.76], [2.94, -2.85, 0.35], [-1.31, 0.07, -1.20], [0.37, -1.13, -2.02], [1.00, -4.26, -0.63], [1.28, -3.70, -2.14], [2.08, -1.32, 3.04]], "e_lumo_ev": 0.68, "relative_energy_kj_mol": 496.5, "homo_energy_ev": -9.2, "smiles": "[H]/N=C(\\N)NCC.CCC(=O)O"}

---

Entry 4:
{"formula": "C8H9NO2", "method": "ωB97M-V/def2-TZVPD", "species": ["C", "C", "C", "C", "C", "C", "C", "C", "H", "H", "H", "H", "H", "H", "H", "H", "H", "N", "O", "O"], "coordinates": [[3.33, -1.08, 0.35], [1.15, -0.17, -0.09], [1.22, 1.16, 0.07], [0.09, 1.83, -0.09], [-1.12, 1.29, -0.19], [-1.24, -0.08, -0.19], [-3.63, -0.38, 0.32], [-0.07, -0.76, -0.10], [3.18, -1.59, 1.32], [3.83, -0.11, 0.51], [4.02, -1.65, -0.25], [2.14, 1.81, 0.18], [0.20, 2.96, -0.25], [-1.93, 1.92, -0.49], [-2.72, -1.08, -1.26], [-3.43, 0.04, 1.38], [-0.02, -1.93, -0.10], [-2.55, -0.54, -0.46], [2.27, -0.85, -0.68], [-4.71, -0.78, 0.02]], "e_lumo_ev": 0.79, "relative_energy_kj_mol": 192.0, "homo_energy_ev": -9.3, "smiles": "COc1cccc(NC=O)c1"}

---

Entry 5:
{"formula": "C20H28NO12P3", "method": "ωB97M-V/def2-TZVPD", "species": ["N", "P", "O", "O", "C", "C", "C", "C", "C", "C", "C", "O", "C", "C", "C", "C", "C", "C", "C", "O", "H", "H", "H", "H", "H", "H", "H", "H", "H", "H", "C", "O", "P", "O", "O", "C", "O", "C", "H", "H", "H", "H", "H", "H", "H", "H", "H", "C", "O", "P", "O", "O", "C", "O", "C", "H", "H", "H", "H", "H", "H", "H", "H", "H"], "coordinates": [[0.49, -2.62, -1.98], [1.89, -2.24, -2.64], [3.05, -3.37, -2.24], [1.82, -2.23, -4.29], [2.32, -0.57, -1.94], [3.57, -0.36, -1.18], [3.86, 0.97, -0.66], [2.96, 2.12, -0.84], [1.72, 1.91, -1.56], [1.43, 0.57, -2.11], [0.07, 0.43, -2.88], [-0.07, -0.18, -3.91], [-1.12, 1.18, -2.21], [-2.42, 0.54, -2.16], [-3.51, 1.29, -1.51], [-3.24, 2.63, -1.00], [-1.91, 3.27, -1.06], [-0.83, 2.52, -1.68], [0.64, 3.03, -1.78], [0.92, 4.18, -1.98], [0.60, -3.48, -1.44], [2.64, -4.09, -1.72], [0.86, -2.34, -4.48], [4.29, -1.19, -0.98], [4.81, 1.10, -0.08], [3.24, 3.11, -0.42], [-2.53, -0.48, -2.58], [-4.49, 0.78, -1.45], [-4.09, 3.15, -0.51], [-1.75, 4.28, -0.65], [-5.85, -4.44, -0.65], [-5.81, -3.51, -1.72], [-6.78, -2.13, -1.86], [-5.92, -1.37, -0.85], [-8.02, -2.90, -1.07], [-8.66, -4.03, -1.65], [-7.78, -0.77, -2.13], [-8.59, -0.30, -1.06], [-4.83, -4.75, -0.44], [-6.30, -4.03, 0.25], [-6.39, -5.34, -0.97], [-8.62, -4.85, -0.93], [-8.17, -4.34, -2.58], [-9.71, -3.80, -1.84], [-8.00, -0.19, -0.14], [-9.43, -0.97, -0.89], [-8.99, 0.67, -1.35], [7.23, 4.27, 3.90], [7.85, 3.11, 3.38], [7.17, 1.56, 3.37], [6.26, 1.85, 2.20], [6.40, 1.86, 4.80], [7.13, 2.14, 5.99], [6.75, -0.09, 3.47], [5.42, -0.42, 3.84], [7.46, 5.10, 3.24], [6.16, 4.17, 4.01], [7.68, 4.51, 4.88], [6.78, 3.09, 6.39], [8.20, 2.21, 5.80], [6.94, 1.36, 6.73], [4.69, 0.15, 3.25], [5.26, -0.25, 4.90], [5.28, -1.48, 3.64]], "e_lumo_ev": -2.92, "homo_energy_ev": -8.5, "smiles": "N=P(O)(O)c1cccc2c1C(=O)c1ccccc1C2=O.COP(=O)(OC)OC.COP(=O)(OC)OC"}

---

Entry 6:
{"formula": "C39H35ClN5O5PPt", "method": "ωB97M-V/def2-TZVPD", "species": ["Pt", "O", "C", "C", "C", "C", "C", "C", "C", "O", "N", "N", "C", "C", "C", "C", "C", "C", "N", "H", "H", "H", "H", "H", "H", "H", "H", "H", "H", "Cl", "C", "C", "C", "C", "C", "C", "P", "C", "C", "C", "C", "C", "C", "C", "C", "C", "C", "C", "C", "H", "H", "H", "H", "H", "H", "H", "H", "H", "H", "H", "H", "H", "H", "C", "C", "C", "C", "C", "C", "O", "N", "C", "O", "N", "C", "O", "H", "H", "H", "H", "H", "H", "H", "H", "H", "H", "H"], "coordinates": [[0.22, -0.08, -1.06], [0.89, -2.08, 4.40], [0.18, -1.00, 4.77], [-0.13, -0.78, 6.12], [-0.92, 0.28, 6.50], [-1.45, 1.16, 5.55], [-1.15, 0.95, 4.22], [-0.32, -0.11, 3.81], [-0.05, -0.17, 2.37], [-0.74, 0.36, 1.52], [1.16, -0.90, 2.01], [1.34, -0.94, 0.73], [2.49, -1.51, 0.38], [2.86, -1.54, -1.02], [4.07, -2.07, -1.43], [4.40, -2.03, -2.78], [3.51, -1.45, -3.67], [2.31, -0.94, -3.19], [2.00, -0.99, -1.90], [1.18, -2.56, 5.18], [0.26, -1.46, 6.86], [-1.13, 0.43, 7.55], [-2.06, 1.99, 5.85], [-1.52, 1.63, 3.46], [3.14, -1.92, 1.14], [4.75, -2.50, -0.70], [5.35, -2.43, -3.12], [3.73, -1.39, -4.72], [1.59, -0.46, -3.84], [-2.11, 1.90, -1.28], [-3.46, 0.97, -0.73], [-4.66, 1.63, -0.51], [-5.77, 0.91, -0.11], [-5.69, -0.46, 0.09], [-4.48, -1.12, -0.12], [-3.35, -0.41, -0.54], [-1.84, -1.34, -0.79], [-1.93, -2.80, 0.24], [-1.93, -4.09, -0.29], [-2.06, -5.18, 0.55], [-2.20, -4.99, 1.92], [-2.23, -3.71, 2.45], [-2.10, -2.61, 1.62], [-1.57, -1.75, -2.51], [-0.60, -2.71, -2.86], [-0.34, -2.97, -4.20], [-1.03, -2.27, -5.18], [-1.97, -1.30, -4.84], [-2.24, -1.03, -3.52], [-4.71, 2.70, -0.67], [-6.70, 1.43, 0.06], [-6.56, -1.02, 0.40], [-4.43, -2.18, 0.04], [-1.86, -4.25, -1.36], [-2.07, -6.18, 0.13], [-2.30, -5.85, 2.57], [-2.37, -3.57, 3.51], [-2.19, -1.62, 2.03], [-0.06, -3.25, -2.09], [0.38, -3.73, -4.47], [-0.83, -2.48, -6.23], [-2.49, -0.76, -5.62], [-2.97, -0.28, -3.25], [0.26, 4.86, 0.72], [1.77, 4.74, 0.91], [2.44, 3.76, -0.07], [3.96, 3.69, 0.20], [4.70, 2.72, -0.72], [2.25, 4.31, -1.48], [2.64, 5.39, -1.81], [1.61, 3.48, -2.42], [1.10, 2.27, -2.13], [0.52, 1.56, -2.98], [1.21, 1.75, -0.88], [1.85, 2.38, 0.17], [1.94, 1.83, 1.25], [-0.16, 5.55, 1.44], [-0.23, 3.89, 0.85], [0.01, 5.24, -0.28], [2.00, 4.40, 1.92], [2.25, 5.71, 0.77], [4.08, 3.39, 1.24], [4.35, 4.70, 0.09], [4.30, 1.71, -0.64], [5.75, 2.68, -0.47], [4.63, 3.03, -1.77], [1.51, 3.85, -3.35]], "e_lumo_ev": [-6.27, -8.47], "multiplicity": 5, "s_squared": 6.061, "charge": 2, "homo_energy_ev": [-13.4, -13.4]}

---

Max |F| for the records above, in order: 5.71; 5.34; 15.76; 5.94; 8.72; 0.50 eV/Å